{"formula": "C6H8N", "method": "the ωB97M-V functional and the def2-TZVPD basis", "relative_energy_kcal_mol": 111.5, "charge": 1, "e_lumo_ev": -5.350, "elements": ["C", "C", "C", "C", "C", "C", "N", "H", "H", "H", "H", "H", "H", "H", "H"], "xyz": [[0.73017, 1.00392, 0.56598], [-0.72512, -0.14946, 1.05670], [-1.84347, -0.00104, 1.67112], [0.11677, -1.03183, 0.21520], [1.09318, 0.00607, -0.40968], [0.75518, 0.44340, -1.83205], [0.23873, 1.61085, 1.42801], [-2.14021, 0.87213, 2.22966], [-2.56323, -0.81521, 1.65374], [0.64605, -1.76445, 0.83158], [-0.49414, -1.55997, -0.52350], [2.14417, -0.27755, -0.32745], [1.26257, 1.37933, -2.05500], [-0.31515, 0.58848, -1.96007], [1.09450, -0.30467, -2.54424]], "nbo_charge": [0.398, 0.338, -0.388, -0.476, -0.300, -0.599, -0.147, 0.294, 0.297, 0.277, 0.284, 0.293, 0.247, 0.230, 0.252]}

{"formula": "C23H49BrNO8", "method": "the ωB97M-V functional and the def2-TZVPD basis", "charge": -1, "e_lumo_ev": 2.270, "elements": ["C", "C", "C", "O", "C", "Br", "C", "C", "C", "C", "N", "C", "C", "C", "O", "H", "H", "H", "H", "H", "H", "H", "H", "H", "H", "H", "H", "H", "H", "H", "H", "H", "H", "H", "H", "H", "C", "O", "C", "C", "O", "C", "C", "O", "C", "H", "H", "H", "H", "H", "H", "H", "H", "H", "H", "H", "H", "H", "H", "C", "O", "C", "C", "O", "C", "C", "O", "C", "H", "H", "H", "H", "H", "H", "H", "H", "H", "H", "H", "H", "H", "H"], "xyz": [[3.91484, -0.38514, -1.65429], [2.71539, 0.29331, -2.32299], [2.71523, 1.81794, -2.14042], [1.77019, 2.24297, -1.18547], [0.64692, 2.91229, -1.71118], [-0.49287, 1.41441, -2.76432], [-0.16010, 3.22348, -0.45095], [-1.63942, 3.57497, -0.63506], [-2.63304, 2.44526, -0.28976], [-3.68377, 2.21066, -1.36370], [-4.87649, 1.48779, -0.83171], [-4.50629, 0.11886, -0.47097], [-5.90221, 1.49903, -1.83197], [-5.72474, 0.65539, -3.07554], [-6.89764, 2.17864, -1.68841], [3.89075, -1.46985, -1.79058], [3.93386, -0.13260, -0.59064], [4.86304, -0.02841, -2.07885], [2.62531, -0.00005, -3.37231], [1.80697, -0.07229, -1.83650], [3.70364, 2.11618, -1.75793], [2.56087, 2.35080, -3.08303], [0.36291, 4.07543, 0.00147], [-0.06000, 2.38878, 0.26585], [-1.86104, 4.40630, 0.04791], [-1.82435, 3.96353, -1.64143], [-3.14149, 2.64324, 0.66160], [-2.05471, 1.52707, -0.14526], [-3.23654, 1.64804, -2.19219], [-4.02897, 3.16855, -1.76927], [-3.73143, 0.14423, 0.29426], [-5.37554, -0.40358, -0.05903], [-4.11463, -0.46979, -1.31211], [-5.86874, -0.40261, -2.84268], [-6.46841, 0.97062, -3.80707], [-4.72816, 0.76502, -3.50853], [-4.70780, 2.97679, 8.66055], [-4.53939, 3.44619, 7.34720], [-3.17259, 3.49333, 6.97646], [-3.02205, 3.79544, 5.50243], [-3.17284, 2.66141, 4.66996], [-4.50494, 2.25045, 4.40287], [-5.20297, 3.08775, 3.35745], [-5.71968, 4.27738, 3.93427], [-6.17889, 5.16749, 2.94290], [-4.18035, 3.61300, 9.38291], [-5.77266, 2.99848, 8.88466], [-4.34347, 1.94736, 8.76546], [-2.69180, 2.53130, 7.19673], [-2.66927, 4.27869, 7.55973], [-1.99725, 4.13470, 5.33895], [-3.70023, 4.59969, 5.20675], [-5.09910, 2.21326, 5.31967], [-4.41510, 1.23625, 4.00972], [-6.03146, 2.51109, 2.92373], [-4.49929, 3.33550, 2.55406], [-5.36002, 5.49025, 2.28996], [-6.59356, 6.03762, 3.44926], [-6.95892, 4.70738, 2.32532], [6.03187, -2.88401, -4.52841], [6.06720, -4.21340, -4.05661], [6.49271, -5.11620, -5.05546], [6.71216, -6.49078, -4.46553], [7.96897, -6.64256, -3.82123], [8.06757, -6.08391, -2.52026], [7.44072, -6.93797, -1.44156], [6.04256, -6.73333, -1.39741], [5.40072, -7.65019, -0.54544], [5.35722, -2.78849, -5.38683], [5.66324, -2.25623, -3.72039], [7.03429, -2.54542, -4.81675], [7.42880, -4.76412, -5.50970], [5.72551, -5.17973, -5.84133], [6.72317, -7.21047, -5.28653], [5.89068, -6.74861, -3.79359], [7.65339, -5.07378, -2.49165], [9.13839, -6.02267, -2.31563], [7.87784, -6.66718, -0.46916], [7.66133, -7.99514, -1.64191], [5.52633, -8.67960, -0.90334], [4.34107, -7.40460, -0.53764], [5.78846, -7.58094, 0.47836]], "mulliken_charge": [-1.327, -0.015, -0.746, 0.046, -1.211, -0.435, -0.093, -1.055, 0.052, -0.634, 0.154, -1.146, 0.559, -1.091, -0.601, 0.341, 0.323, 0.324, 0.305, 0.236, 0.416, 0.375, 0.384, 0.084, 0.422, 0.481, -0.188, 0.408, 0.134, 0.389, 0.335, 0.369, 0.401, 0.271, 0.356, 0.359, -0.766, -0.229, -0.599, -0.464, -0.440, -0.535, -0.157, -0.303, -0.763, 0.303, 0.226, 0.311, 0.339, 0.448, 0.386, 0.240, 0.250, 0.435, 0.505, -0.023, 0.300, 0.235, 0.319, -0.601, -0.230, -0.596, -0.425, -0.453, -0.405, -0.598, -0.212, -0.775, 0.322, 0.058, 0.306, 0.339, 0.434, 0.377, 0.242, 0.225, 0.377, 0.440, 0.334, 0.309, 0.230, 0.304]}

Number 1: E -7830.85277 eV. Number 2: E -112554.09200 eV.